Computed, not measured: a structure of composition C10H24ClINOP2Tm, with the ωB97M-V functional and the def2-TZVPD basis.

Results
E_HOMO (spin up / spin down) (eV): -14.65 / -14.67
M (g mol⁻¹): 567.55
LUMO (spin up / spin down) (eV): -7.03 / -7.08
Kohn-Sham gap (spin up / spin down) (eV): 7.6 / 7.6
Net charge: +2
Spin multiplicity: 3
⟨S²⟩: 2.002

Geometry as XYZ:
```
41
C10H24ClINOP2Tm | the OMol25 dataset | the ωB97M-V functional and the def2-TZVPD basis
C 0.01 1.45 -3.30
C 0.00 0.63 -2.07
H 0.02 2.51 -2.99
H -0.92 1.25 -3.89
H 0.94 1.24 -3.90
O 0.01 1.12 -0.89
I -0.01 -3.27 0.99
Tm -0.01 -0.41 0.84
P 2.71 -0.46 0.03
C 3.32 0.80 1.20
C 3.77 -1.92 0.29
H 4.84 -1.73 0.11
H 4.42 0.17 -1.61
H 3.43 -2.72 -0.39
H 2.85 -0.21 -2.40
H 2.86 0.64 2.18
H 3.61 -2.29 1.31
C 3.33 0.27 -1.54
H 4.41 0.76 1.28
H 3.08 1.34 -1.57
H 3.02 1.79 0.84
P -2.72 -0.43 0.03
C -3.31 0.84 1.20
C -3.33 0.31 -1.53
H -3.46 -2.68 -0.38
H -4.86 -1.67 0.12
H -3.64 -2.25 1.32
C -3.79 -1.88 0.30
H -2.85 -0.18 -2.40
H -4.42 0.22 -1.61
H -4.40 0.82 1.28
H -3.00 1.83 0.84
H -3.06 1.37 -1.57
H -2.86 0.67 2.19
Cl -0.01 -1.08 -2.31
C 0.00 0.61 5.49
C 0.00 0.38 4.09
N 0.00 0.17 2.94
H -0.89 1.18 5.77
H 0.90 1.18 5.76
H 0.00 -0.34 6.02
```

These are the Mulliken partial charges, in e, on atoms 1 to 6:
1 C -1.1526
2 C 0.7052
3 H 0.3408
4 H 0.3519
5 H 0.3491
6 O -0.5016